61
Properties=species:S:1:pos:R:3 method="wB97M-V/def2-TZVPD" homo_lumo_gap_ev=10.066 multiplicity=1 largest_force_ev_per_a=1.68 e_homo_ev=-12.384 total_charge=+1 relative_energy_ev=2.067
N -0.1935 0.1690 0.7282
C -0.8901 1.4066 0.1977
C -1.9487 1.8339 1.2584
C -1.5164 2.6858 2.4943
C -3.1367 2.4626 0.5068
C 0.0871 2.5418 -0.0896
N 1.3349 2.0768 -0.7009
H 0.4118 -0.3156 0.0501
H -0.9215 -0.5280 0.9317
H 0.2899 0.4640 1.5868
H -1.3764 1.1102 -0.7242
H -2.3071 0.9001 1.6939
H -2.1900 3.5205 2.6439
H -0.5033 3.0315 2.3863
H -1.6033 2.0249 3.3535
H -4.0386 1.8535 0.5565
H -2.9458 2.5796 -0.5647
H -3.4621 3.4520 0.8188
H 0.3025 3.2204 0.7321
H -0.4293 3.1812 -0.8152
H 1.8816 2.8669 -1.0184
H 1.8132 1.5640 0.0298
H -1.8343 -3.1854 1.5074
H -0.7028 -3.0305 2.5322
O -0.9285 -3.4595 1.6959
H -2.4649 -0.6793 -2.2189
H -2.9980 0.7648 -2.4366
O -2.1857 0.2501 -2.3860
H 3.3763 -0.6349 0.3931
H 4.3693 -1.6154 1.0381
O 3.5824 -1.0942 1.2214
H 2.6707 0.3158 1.9990
H 2.1139 1.5107 2.7730
O 2.1171 1.1083 1.8812
H 1.5612 -1.7618 2.4003
H 1.4705 -2.5817 3.7469
O 0.9868 -2.0409 3.1165
H 2.8632 -1.1239 -1.8229
H 2.1834 0.0987 -2.0373
O 2.4811 -0.4307 -1.2584
H -0.7436 0.8491 -4.4208
H -0.4202 -0.2172 -3.3903
O -0.1726 0.0904 -4.2704
H 1.6422 -2.8969 0.0010
H 0.1456 -3.0960 0.2976
O 0.7819 -2.4880 -0.1393
H -2.4090 -1.9000 -0.2785
H -3.3601 -1.1884 0.8438
O -2.4948 -1.5429 0.6286
H 1.3633 1.4777 -2.5040
H 1.1177 0.8583 -3.9411
O 1.7981 1.1441 -3.3171
H 1.6749 3.6264 4.1296
H 1.3433 2.3762 4.9561
O 1.6801 2.6642 4.1004
H 0.3915 -2.0096 -3.9906
H 0.7088 -2.7200 -2.6558
O 0.0225 -2.6106 -3.3280
H -2.7592 -3.0784 -2.3889
H -1.3541 -2.4553 -2.2733
O -2.2696 -2.4065 -1.9000

***

62
Properties=species:S:1:pos:R:3 method="wB97M-V/def2-TZVPD" homo_lumo_gap_ev="8.195 / 4.085" multiplicity=2 largest_force_ev_per_a=9.06 e_homo_ev="-13.405 / -13.378" total_charge=+1 relative_energy_ev=7.748 s2=0.765
C -0.7086 -2.3352 0.9414
C -0.0958 -0.9642 0.5017
C -0.7721 0.2901 1.0980
C 0.3082 1.3789 1.4790
C -1.3007 2.7280 2.6745
N -0.0440 2.5532 2.2664
H -1.6348 -2.0775 1.6271
H -1.0836 -2.8778 0.0801
H 0.0011 -2.9388 1.5264
H 0.9801 -0.8910 0.8290
H -0.2402 -0.9144 -0.5942
H -1.3004 0.7671 0.2630
H -1.3919 -0.1284 2.0081
H 0.8714 1.6585 0.5463
H 1.0211 0.9027 2.0585
H -1.3339 3.6443 3.3173
H -2.2976 2.2727 2.6459
H 2.9052 2.2733 -0.3866
H 3.6946 1.6912 -1.6475
O 2.9082 2.1601 -1.3805
H -3.0116 -0.9636 -2.3027
H -1.4869 -0.5305 -2.9207
O -2.1135 -0.4907 -2.0590
H 0.8942 -0.4052 -4.9291
H -0.3091 0.4035 -4.8962
O 0.0081 -0.3573 -4.7083
H -4.0109 1.2826 1.6884
H -2.5718 0.8988 2.0192
O -3.5299 0.8762 2.3372
H -4.1184 -2.1315 0.0296
H -2.9869 -3.1413 -0.2060
O -3.8845 -2.9433 -0.5933
H -4.2628 -1.0402 -1.0965
H -3.5754 0.3408 -1.4829
O -4.4788 -0.0132 -1.3961
H -1.0769 2.5662 -4.3768
H -0.8581 2.4942 -2.8849
O -1.0320 2.0238 -3.6559
H 2.5773 3.7235 1.4118
H 3.3517 2.4993 1.7654
O 3.4508 3.1983 1.1564
H 0.3490 3.8634 -1.0456
H 1.5841 4.2023 -1.8094
O 0.6564 4.3423 -1.7817
H -1.2931 -0.2641 3.5128
H -0.0187 -1.2260 3.7340
O -0.6017 -0.6657 4.2766
H 1.7505 -0.6655 4.2364
H 3.1803 -1.1310 4.0158
O 2.6055 -0.4100 3.7467
H -0.2380 -2.7482 -1.8311
H 0.5118 -3.0374 -3.1096
O 0.6094 -2.9321 -2.1339
H 3.4094 -1.6145 1.9241
H 2.9260 -2.5937 0.8737
O 2.6866 -2.1462 1.6849
H 1.3538 -0.6136 -1.8399
H 2.2860 0.1582 -2.5296
O 2.2975 -0.5362 -1.8029
H 2.2857 -3.7070 -0.8979
H 3.0340 -2.5260 -1.3186
O 3.1649 -3.2324 -0.6584

***

65
Properties=species:S:1:pos:R:3 method="wB97M-V/def2-TZVPD" homo_lumo_gap_ev=10.840 multiplicity=1 largest_force_ev_per_a=1.97 e_homo_ev=-13.298 total_charge=+1 relative_energy_ev=1.056
C 1.2863 1.9508 0.3998
C 0.3095 1.3011 -0.5693
C -0.7767 0.5103 0.1587
C -2.0099 1.3715 0.4735
C -3.1290 0.4919 1.0158
N 2.4387 0.9594 0.5970
H 0.8489 2.0628 1.3811
H 1.7275 2.8681 0.0377
H -0.1397 2.1361 -1.1100
H 0.8044 0.7874 -1.3922
H -1.0419 -0.4248 -0.3408
H -0.3673 0.0645 1.0791
H -1.7528 2.1316 1.2135
H -2.2788 1.8686 -0.4588
H -4.1294 0.9440 0.9819
H -3.0232 0.3497 2.0908
H -3.2347 -0.4775 0.5266
H 3.2826 1.2720 0.1460
H 2.6224 0.8589 1.5887
H 2.1480 0.0328 0.3028
H 3.3489 -1.5133 3.0600
H 2.5939 -0.1694 3.3966
O 3.1590 -0.6185 2.7496
H 1.9678 -3.4825 0.8862
H 3.1472 -4.3132 1.3053
O 2.6239 -3.5553 1.5912
H 1.0056 3.2668 -2.9168
H 2.4936 3.5100 -3.5627
O 1.9014 2.9290 -3.0855
H 3.3112 -1.2107 -1.7658
H 4.8174 -1.1481 -1.6015
O 4.0160 -0.7024 -1.3084
H -1.1066 -3.8334 -0.2549
H -1.2916 -3.0006 1.0060
O -0.7736 -3.0391 0.1809
H -2.0772 -0.2219 -3.9679
H -1.8211 0.0529 -2.5258
O -1.8532 0.5173 -3.3792
H -3.7986 2.6796 -3.3012
H -2.4728 2.8688 -3.8758
O -3.1573 3.3921 -3.4317
H 0.5702 1.8721 4.1399
H 1.9266 1.9840 4.3837
O 1.3754 1.6087 3.6651
H 1.5039 -2.6856 -2.0636
H 1.2963 -1.1620 -2.4578
O 1.4950 -1.7825 -1.7372
H 1.2651 0.9697 -4.2489
H -0.0590 0.3813 -3.8766
O 0.8859 0.1340 -3.9441
H -1.9053 -1.0270 5.3666
H -0.7234 -1.5189 4.4926
O -1.6131 -1.7458 4.7968
H 0.1386 -3.2021 2.6649
H 1.1016 -3.4085 3.8513
O 0.5732 -2.7506 3.3918
H -0.4076 5.1404 -2.7757
H -1.5642 4.2224 -2.9309
O -0.5916 4.2085 -2.9692
H -2.3336 -2.0379 3.0066
H -2.8724 -3.3888 3.0514
O -2.7121 -2.7024 2.3878
H -2.9349 -2.3885 -2.3493
H -1.8846 -2.2413 -1.1387
O -2.1489 -1.9463 -2.0273

***

12
Properties=species:S:1:pos:R:3 method="wB97M-V/def2-TZVPD" homo_lumo_gap_ev="6.496 / 5.515" multiplicity=2 largest_force_ev_per_a=2.11 e_homo_ev="-2.477 / -2.502" total_charge=-1 s2=0.760
C -0.4553 -1.6252 0.1098
Cd 1.9239 0.5189 -1.0054
O 0.8822 -1.6129 0.2678
C 1.6886 -0.5620 0.8562
H 1.1546 0.0562 1.6023
H 2.5395 -1.0793 1.3291
O -2.3105 -0.7619 -1.0830
C -1.0893 -0.5222 -0.4158
C -0.7213 0.8449 -0.3731
C -0.3724 2.0212 -0.4547
H -3.0052 -0.3523 -0.5548
H -0.2349 3.0745 -0.2785

***

16
Properties=species:S:1:pos:R:3 method="wB97M-V/def2-TZVPD" homo_lumo_gap_ev=9.171 multiplicity=1 largest_force_ev_per_a=2.36 e_homo_ev=-9.115 smiles="Clc1cnc(I)cn1.NC(=O)Cl" relative_energy_ev=0.000
Cl 3.4526 -2.0557 0.0024
C 1.8015 -1.5511 0.0202
C 1.1884 -1.1361 -1.1650
N -0.0869 -0.8141 -1.1638
C -0.7750 -1.0264 -0.0337
I -2.8692 -0.9879 -0.1233
C -0.1788 -1.2763 1.1857
N 1.1249 -1.5047 1.1774
H 1.6201 -1.2002 -2.2089
H -0.7291 -1.4380 2.1195
N -1.1129 2.4580 -0.5744
C -0.3938 1.7178 0.2975
O 0.7166 1.3256 0.1804
Cl -1.2600 1.6665 1.8264
H -1.9155 2.8906 -0.2736
H -0.5829 2.9321 -1.2668

***

14
Properties=species:S:1:pos:R:3 method="wB97M-V/def2-TZVPD" homo_lumo_gap_ev=9.005 multiplicity=1 largest_force_ev_per_a=4.60 e_homo_ev=-8.718 smiles="N[C@@]1(Cl)C=C(Cl)C(I)=CO1" relative_energy_ev=0.000
N -2.3175 -0.0027 0.3274
C -1.0498 -0.2253 -0.1721
Cl -1.0646 -0.7578 -1.9801
C -0.1007 1.2421 -0.2304
C 1.2031 1.0658 -0.0688
Cl 2.2957 2.4015 -0.1037
C 1.7385 -0.2503 0.2184
I 3.8106 -0.5656 0.2100
C 0.9270 -1.2672 0.5284
O -0.4257 -1.2059 0.5442
H -2.9088 0.5268 -0.2974
H -2.7544 -0.8759 0.5992
H -0.6340 2.1497 -0.4162
H 1.2804 -2.2352 0.8410

***

12
Properties=species:S:1:pos:R:3 method="wB97M-V/def2-TZVPD" homo_lumo_gap_ev=11.144 multiplicity=1 largest_force_ev_per_a=7.81 e_homo_ev=-10.521 relative_energy_ev=4.636
C 0.4268 0.2153 -0.5961
C -0.8521 0.1168 0.2365
C -1.9105 1.1950 0.0272
C -0.7365 -0.8637 1.4641
C -0.8426 -1.5105 2.4452
H 0.0132 0.3358 -1.5764
H -1.4179 1.9475 -0.6200
H -2.6306 1.3904 0.7586
H -1.4643 -1.8752 3.6428
O -1.9255 -0.0458 -0.6832
Cl 1.5852 1.5923 -0.0764
Cl 1.0261 -1.3775 -0.9942

***

12
Properties=species:S:1:pos:R:3 method="wB97M-V/def2-TZVPD" homo_lumo_gap_ev="6.947 / 7.179" multiplicity=1 largest_force_ev_per_a=3.36 e_homo_ev="-8.072 / -8.200" relative_energy_ev=4.589
C -0.0488 -1.8124 2.3437
C -0.3303 0.8722 -0.5055
C 0.7495 0.9070 0.3627
C 1.7246 -0.0538 0.3719
C 0.0192 -1.9717 1.0041
N -0.1666 -1.6377 3.4693
O 2.8241 -0.4486 0.3330
Cl -1.3703 -1.4214 0.0532
H -1.2232 1.4299 -0.2275
H -0.1669 0.8313 -1.6326
H 0.5583 1.3181 1.3011
H 0.6325 -2.8133 0.6550

***

12
Properties=species:S:1:pos:R:3 method="wB97M-V/def2-TZVPD" homo_lumo_gap_ev=8.254 multiplicity=1 largest_force_ev_per_a=1.15 e_homo_ev=-8.950 smiles="S/N=C1/C=CC(Cl)=C1" relative_energy_ev=1.058
S 2.7377 -1.2404 0.0038
N 1.8473 0.2131 -0.0370
C 0.5633 0.1420 -0.0499
C -0.2614 1.3609 0.0005
C -1.5338 1.0192 0.0135
C -1.5767 -0.4722 0.0024
Cl -3.0657 -1.3008 -0.0031
C -0.3402 -1.0101 -0.0332
H 3.9400 -0.6704 0.1286
H 0.1545 2.3469 0.0151
H -2.3882 1.6572 0.0092
H -0.0767 -2.0454 -0.0498

***

12
Properties=species:S:1:pos:R:3 method="wB97M-V/def2-TZVPD" homo_lumo_gap_ev=7.284 multiplicity=1 largest_force_ev_per_a=4.75 e_homo_ev=-3.745 total_charge=-1 relative_energy_ev=0.336
C -0.1906 -0.8196 0.5601
C 0.7402 -0.6406 -0.3415
C -2.1045 1.1072 -0.0301
C -0.5664 0.6159 0.5514
C 0.5597 0.7829 -0.4810
O -3.0174 0.8773 0.7879
O -2.0172 1.6260 -1.1014
Cl 1.9065 1.7422 0.1196
H -0.6407 -1.7124 1.1444
H 1.4673 -1.3086 -0.7916
H -0.3841 1.1143 1.4312
H 0.1215 1.0542 -1.4250

***

47
Properties=species:S:1:pos:R:3 method="wB97M-V/def2-TZVPD" homo_lumo_gap_ev=6.677 multiplicity=1 largest_force_ev_per_a=2.75 e_homo_ev=0.710 total_charge=-4 relative_energy_ev=0.197
Na -6.4088 11.6689 -17.6066
C -3.1228 13.0011 -14.5131
F -3.7856 14.1116 -14.7774
F -2.0824 12.8856 -15.3494
F -2.6025 13.1206 -13.2768
S -4.3002 11.5453 -14.6148
O -5.4237 11.9578 -13.7949
O -4.6250 11.4305 -16.0344
O -3.5408 10.4132 -14.1101
C -8.2018 7.6443 -18.2582
F -8.0074 8.1921 -19.4435
F -9.4129 7.9768 -17.8253
F -8.1694 6.2989 -18.4440
S -6.7915 8.0953 -17.0441
O -6.8391 7.0758 -15.9870
O -5.6451 7.9388 -17.9330
O -7.1012 9.4361 -16.5762
C -7.9650 15.9208 -17.5431
F -8.8304 16.6697 -16.8519
F -8.6024 14.9349 -18.1333
F -7.3569 16.7152 -18.4310
S -6.6747 15.1210 -16.3843
O -5.6224 16.1403 -16.2462
O -7.3207 14.8408 -15.1208
O -6.3317 13.9389 -17.1597
C -11.0980 10.6239 -16.5141
F -11.3460 10.0616 -17.7023
F -12.2669 10.9697 -15.9475
F -10.5479 9.7129 -15.7001
S -10.0341 12.1854 -16.8052
O -9.8526 12.7152 -15.4651
O -8.8679 11.5909 -17.4717
O -10.8561 13.0212 -17.6498
C -5.5548 12.8716 -21.5081
F -4.6163 13.4572 -20.7699
F -6.7564 13.4132 -21.3235
F -5.2410 13.1354 -22.8136
S -5.6370 10.9830 -21.2789
O -4.3226 10.4668 -21.6528
O -6.0523 10.8007 -19.9056
O -6.7189 10.6442 -22.2281
O -3.6265 14.0768 -17.8144
H -3.0867 13.4835 -18.3464
H -4.3870 13.5240 -17.5499
O -3.6334 10.5583 -18.3974
H -2.6940 10.5786 -18.6001
H -3.6821 10.4372 -17.4345

***

15
Properties=species:S:1:pos:R:3 method="wB97M-V/def2-TZVPD" homo_lumo_gap_ev="7.809 / 8.259" multiplicity=1 largest_force_ev_per_a=3.62 e_homo_ev="-8.263 / -9.297" relative_energy_ev=5.128
C -1.8903 0.2526 -0.2231
C -0.4209 -0.3111 0.0766
C -0.7739 -1.3748 0.8447
C 0.7104 0.0975 -0.5726
C 1.9802 -0.0055 0.1523
N -2.2430 1.3824 0.1581
O -1.8641 2.3658 0.7321
O 0.4847 0.9156 -1.7107
F 1.9250 0.4221 1.3981
F 2.3550 -1.3019 0.0704
F 2.9474 0.7803 -0.4585
H -2.5794 -0.4652 -0.5571
H -0.3821 -2.3434 0.6490
H -1.5541 -1.3629 1.5924
H 1.3050 0.9486 -2.1518